Version i
62
Properties=species:S:1:pos:R:3:nbo_charge:R:1 method="wB97M-V/def2-TZVPD" spin_multiplicity=2 lumo_ev="2.49 / 2.49" charge=-1
Re 0.15 -0.16 -0.23 1.6216
O -2.99 3.85 0.80 -0.6952
C -3.64 3.20 -0.17 0.3471
C -4.96 3.58 -0.44 -0.2918
C -5.69 2.93 -1.41 -0.1851
C -5.13 1.88 -2.14 -0.2789
C -3.82 1.51 -1.89 -0.1570
C -3.06 2.17 -0.93 -0.1594
C -1.65 1.72 -0.74 0.5515
O -1.13 0.89 -1.56 -0.6584
N -1.06 2.16 0.35 -0.5067
N 0.31 1.76 0.43 -0.2900
C 1.16 2.71 0.26 0.1163
C 2.51 2.37 -0.13 -0.2354
C 3.64 3.07 0.31 -0.1512
C 4.90 2.76 -0.16 -0.3057
C 5.03 1.74 -1.11 -0.2050
C 3.93 1.05 -1.57 -0.2509
C 2.62 1.33 -1.11 0.3953
O 1.60 0.70 -1.59 -0.7176
H -2.12 3.38 0.91 0.5129
H -5.39 4.38 0.14 0.2136
H -6.72 3.23 -1.60 0.2002
H -5.71 1.36 -2.90 0.2044
H -3.35 0.71 -2.44 0.2421
H 0.79 3.73 0.29 0.1883
H 3.51 3.86 1.04 0.1976
H 5.77 3.29 0.20 0.1975
H 6.01 1.48 -1.48 0.1945
H 4.03 0.26 -2.31 0.2060
N -1.13 -1.20 1.23 -0.7759
C -1.23 -1.10 2.71 -0.1681
C -1.85 -2.38 3.29 -0.4083
C -1.18 -3.73 2.97 -0.4155
C 0.11 -4.10 3.71 -0.2243
N 1.30 -3.30 3.46 -0.5952
C 1.89 -3.15 2.28 0.7030
N 1.65 -3.98 1.26 -0.8071
N 2.78 -2.16 2.10 -0.7883
C 0.10 -0.74 3.42 0.7664
O 0.13 -1.02 4.65 -0.7941
O 1.02 -0.27 2.73 -0.7485
H -2.05 -1.12 0.81 0.3999
H -0.82 -2.11 0.92 0.3943
H -1.92 -0.28 2.93 0.2194
H -2.88 -2.47 2.92 0.1973
H -1.89 -2.25 4.37 0.2409
H -1.03 -3.83 1.89 0.1907
H -1.90 -4.51 3.23 0.2130
H 0.34 -5.15 3.52 0.1850
H -0.08 -4.00 4.78 0.2269
H 1.41 -2.51 4.10 0.4568
H 0.98 -4.72 1.39 0.3929
H 1.67 -3.54 0.34 0.4550
H 2.48 -1.31 2.59 0.4503
H 2.89 -1.93 1.12 0.4358
C -0.41 -2.66 -1.98 -0.1997
O -1.00 -1.67 -1.22 -0.8564
H 0.14 -3.41 -1.38 0.0970
H 0.33 -2.27 -2.70 0.1529
H -1.17 -3.21 -2.55 0.1395
O 1.38 -1.40 -0.13 -0.8358

Version ii
62
Properties=species:S:1:pos:R:3:nbo_charge:R:1 method="wB97M-V/def2-TZVPD" spin_multiplicity=2 lumo_ev="2.34 / 2.34" charge=-1
Re -0.14 0.54 0.54 1.5538
O 3.16 -1.89 -1.28 -0.7035
C 4.21 -1.39 -0.60 0.3421
C 5.49 -1.83 -0.95 -0.2874
C 6.60 -1.36 -0.27 -0.1911
C 6.45 -0.44 0.76 -0.2789
C 5.18 0.00 1.10 -0.1530
C 4.05 -0.46 0.43 -0.1405
C 2.69 0.01 0.79 0.5432
O 1.68 -0.48 0.07 -0.7557
N 2.57 0.80 1.81 -0.4097
N 1.21 1.09 2.08 -0.2344
C 0.86 0.83 3.28 0.1586
C -0.53 0.93 3.79 -0.2013
C -0.70 1.47 5.06 -0.1484
C -1.95 1.61 5.65 -0.3130
C -3.07 1.17 4.95 -0.1943
C -2.95 0.59 3.71 -0.2793
C -1.69 0.45 3.08 0.4076
O -1.59 -0.13 1.93 -0.7437
H 2.36 -1.46 -0.86 0.5047
H 5.58 -2.55 -1.75 0.2117
H 7.58 -1.71 -0.55 0.1988
H 7.31 -0.06 1.30 0.2017
H 5.03 0.71 1.89 0.2324
H 1.62 0.53 4.01 0.1825
H 0.18 1.81 5.59 0.1957
H -2.05 2.05 6.63 0.1977
H -4.05 1.27 5.40 0.1932
H -3.82 0.24 3.17 0.1963
N -2.13 0.94 -0.44 -0.7743
C -1.93 1.97 -1.47 -0.1773
C -3.05 1.91 -2.50 -0.4030
C -3.42 0.56 -3.13 -0.4123
C -2.57 -0.04 -4.25 -0.2160
N -1.21 -0.43 -3.90 -0.5941
C -0.87 -1.36 -3.02 0.6899
N 0.36 -1.34 -2.53 -0.7696
N -1.75 -2.29 -2.61 -0.7815
C -0.49 1.92 -2.07 0.8006
O -0.43 2.27 -3.28 -0.7709
O 0.44 1.33 -1.44 -0.7178
H -2.46 0.05 -0.78 0.3792
H -2.77 1.20 0.30 0.4062
H -1.97 2.93 -0.96 0.2615
H -2.86 2.66 -3.28 0.2335
H -3.95 2.25 -1.97 0.1974
H -4.42 0.69 -3.56 0.2085
H -3.54 -0.19 -2.34 0.1887
H -2.47 0.67 -5.07 0.2237
H -3.10 -0.91 -4.67 0.1789
H -0.49 0.27 -4.11 0.4529
H 0.82 -0.42 -2.48 0.4529
H 0.53 -1.92 -1.73 0.4431
H -2.65 -2.35 -3.00 0.3958
H -1.50 -2.91 -1.87 0.4365
C -0.59 -2.44 0.95 -0.2333
O -0.64 -1.51 -0.11 -0.9383
H -0.83 -3.45 0.56 0.1144
H -1.32 -2.24 1.73 0.1785
H 0.42 -2.48 1.39 0.1493
O -0.44 2.36 0.86 -0.8894

Most stable structure: version i

Version i
14
Properties=species:S:1:pos:R:3:nbo_charge:R:1 method="wB97M-V/def2-TZVPD" lumo_ev=0.41 charge=0
C -0.74 -0.74 1.59 -0.7373
C 0.53 0.07 -0.67 0.0966
C -0.16 1.25 -1.34 -0.1159
H -1.45 -1.41 2.09 0.2338
H -1.14 0.27 1.63 0.2343
H 0.24 -0.75 2.10 0.2256
H -0.37 0.98 -2.37 0.1784
H 0.55 2.10 -1.30 0.2093
H -1.97 0.96 -0.77 0.4706
H 1.85 -2.08 0.28 0.0930
N 1.80 0.10 -0.55 -0.5511
O -1.33 1.64 -0.67 -0.7072
S -0.56 -1.26 -0.14 0.1460
S 2.75 -1.12 0.11 0.2239

Version ii
14
Properties=species:S:1:pos:R:3:nbo_charge:R:1 method="wB97M-V/def2-TZVPD" lumo_ev=0.32 charge=0 smiles="N[C@H](C=O)CSS"
N 1.56 0.52 0.95 -0.8443
C 0.58 0.64 -0.12 -0.1680
C 0.03 2.08 -0.26 0.4538
O -1.07 2.52 -0.15 -0.5022
C -0.60 -0.36 0.13 -0.5521
S 0.14 -1.96 -0.31 0.1051
S -1.39 -3.33 -0.44 -0.1433
H 1.16 0.47 1.88 0.3675
H 2.24 -0.22 0.86 0.3803
H 1.02 0.37 -1.08 0.2256
H 0.82 2.76 -0.68 0.1021
H -1.42 0.01 -0.48 0.2380
H -0.86 -0.29 1.19 0.2160
H -2.19 -3.19 -1.48 0.1214

Most stable structure: version ii

Version i
14
Properties=species:S:1:pos:R:3:nbo_charge:R:1 method="wB97M-V/def2-TZVPD" lumo_ev=0.65 charge=0 smiles="CCSC(=O)NS"
C -2.75 -0.48 2.12 -0.6225
C -1.45 -0.93 1.57 -0.4798
C 0.85 -0.51 0.05 0.5552
H -3.42 -0.40 1.27 0.2122
H -2.69 0.49 2.64 0.2133
H -2.98 -1.27 2.82 0.2238
H -1.51 -1.94 1.13 0.2184
H -0.69 -1.05 2.33 0.2217
H 2.71 0.16 -0.58 0.4153
H 0.84 2.35 -1.27 0.1121
N 1.70 0.26 -0.75 -0.8145
O 1.25 -1.52 0.52 -0.5734
S -0.83 0.19 0.20 0.1207
S 1.19 1.28 -2.06 0.1974

Version ii
14
Properties=species:S:1:pos:R:3:nbo_charge:R:1 method="wB97M-V/def2-TZVPD" lumo_ev=0.55 charge=0 smiles="NC(=O)CCSS"
S -3.12 -0.60 0.36 -0.1226
S -2.28 -0.49 -1.43 0.0847
C -0.53 0.04 -1.25 -0.5065
C 0.06 -0.18 0.12 -0.5299
C 1.37 0.50 0.38 0.6707
N 2.30 -0.22 1.06 -0.8141
O 1.56 1.66 0.04 -0.6144
H -3.52 0.67 0.58 0.1166
H 0.00 -0.42 -2.07 0.2230
H -0.53 1.06 -1.49 0.2306
H -0.03 -1.20 0.49 0.2177
H -0.66 0.31 0.80 0.2519
H 2.13 -1.21 1.16 0.3852
H 3.25 0.06 1.24 0.4071

Most stable structure: version ii

Version i
13
Properties=species:S:1:pos:R:3:nbo_charge:R:1 method="wB97M-V/def2-TZVPD" lumo_ev=-5.68 charge=+1
C 0.33 -2.32 -1.50 -0.0001
C 1.15 -2.84 -3.73 0.0685
C -1.17 2.39 2.19 0.1611
N 0.56 -2.77 -2.65 -0.3404
N -0.23 1.48 2.11 -0.5744
S 0.29 -0.62 -1.18 -0.3415
H 0.01 -3.05 -0.73 0.2279
H 2.25 -2.69 -3.76 0.1948
H 0.67 -3.19 -4.61 0.2044
H -2.22 2.20 1.85 0.2574
H -0.81 3.36 2.48 0.2307
H -0.39 0.50 1.79 0.4673
H 0.67 1.64 2.56 0.4444

Version ii
13
Properties=species:S:1:pos:R:3:nbo_charge:R:1 method="wB97M-V/def2-TZVPD" lumo_ev=-4.71 charge=+1
C -1.77 1.13 -0.23 -0.0050
C -4.02 0.03 0.06 0.0583
C 2.79 0.16 0.05 0.1513
N -2.88 0.56 0.22 -0.3535
N 2.66 1.36 0.31 -0.5582
S -0.25 0.44 -0.13 -0.3177
H -1.95 2.04 -0.82 0.2344
H -4.74 0.03 0.93 0.2061
H -4.35 -0.72 -0.73 0.2108
H 1.83 -0.39 0.10 0.2468
H 3.73 -0.32 -0.22 0.2426
H 1.78 1.85 0.52 0.4653
H 3.45 1.91 0.39 0.4188

Version iii
13
Properties=species:S:1:pos:R:3:nbo_charge:R:1 method="wB97M-V/def2-TZVPD" lumo_ev=-4.38 charge=+1 smiles="[NH3+][C@H]1C=NCS1"
C -0.18 0.30 -1.28 0.0450
C 0.69 -1.74 -0.84 -0.3742
C -0.85 0.11 0.05 -0.2440
N 0.52 -0.71 -1.69 -0.2977
N 0.09 0.88 1.09 -0.7464
S -0.60 -1.66 0.49 0.1982
H -0.34 1.29 -1.83 0.2422
H 0.60 -2.64 -1.45 0.2673
H 1.66 -1.84 -0.28 0.2503
H -1.90 0.26 0.17 0.2741
H 0.12 1.93 1.00 0.4526
H 1.09 0.53 1.05 0.4589
H -0.41 0.46 1.94 0.4736

Version iv
13
Properties=species:S:1:pos:R:3:nbo_charge:R:1 method="wB97M-V/def2-TZVPD" lumo_ev="-4.22 / -4.40" charge=+1
C 1.10 0.96 0.49 0.3564
C 0.00 -0.02 -1.21 -0.2071
C -1.68 -0.85 0.41 -0.5645
N 1.68 -0.18 0.55 -0.6391
N 0.24 1.18 -0.54 -0.5170
S 1.32 -1.16 -0.81 0.5524
H 1.33 1.73 1.17 0.2469
H -0.47 -0.14 -2.09 0.2452
H -0.90 -1.18 1.11 0.1820
H -2.04 -1.57 -0.36 0.2055
H -2.45 -0.12 0.69 0.2028
H 2.24 -0.64 1.24 0.4716
H -0.36 1.99 -0.62 0.4650

Most stable structure: version iii

Version i
17
Properties=species:S:1:pos:R:3:nbo_charge:R:1 method="wB97M-V/def2-TZVPD" lumo_ev=-2.91 charge=+1
C 1.76 0.36 0.84 -0.4173
N 0.43 0.49 0.19 -0.7226
H 2.51 0.99 0.36 0.2340
H 2.03 -0.69 0.71 0.2297
H 1.61 0.57 1.88 0.2281
H -0.38 1.13 0.60 0.4768
H 0.58 0.86 -0.74 0.4294
H 0.00 -0.42 0.04 0.4684
H -0.53 -3.15 0.50 0.4979
H -1.70 -2.29 -0.02 0.4938
O -0.79 -2.25 0.29 -0.9764
H -0.08 -1.79 -2.74 0.4880
H -0.09 -0.41 -3.42 0.4857
O -0.25 -0.86 -2.59 -0.9713
H -1.85 2.13 2.07 0.5068
H -1.77 3.10 0.86 0.5115
O -1.49 2.24 1.18 -0.9624

Version ii
17
Properties=species:S:1:pos:R:3:nbo_charge:R:1 method="wB97M-V/def2-TZVPD" lumo_ev=-2.98 charge=+1
C 1.72 0.47 0.33 -0.4242
N 0.29 0.33 0.59 -0.6950
H 2.39 0.48 1.18 0.2371
H 1.93 1.40 -0.21 0.2328
H 1.94 -0.40 -0.31 0.2326
H 0.12 -0.54 1.15 0.4660
H -0.21 1.01 1.17 0.4255
H -0.26 0.21 -0.26 0.4739
H -1.59 -0.15 -1.83 0.4953
H -2.15 -1.58 -1.36 0.5100
O -1.57 -0.84 -1.17 -0.9883
H -1.04 3.14 -0.70 0.4989
H -0.81 2.48 -2.12 0.4946
O -0.86 2.31 -1.17 -0.9889
H 0.90 -2.48 2.43 0.5022
H 0.48 -3.02 1.03 0.5032
O 0.68 -2.23 1.52 -0.9758

Most stable structure: version i